P.
# C2H4N6

C2H4N6 in the gas phase (ωB97M-V with the def2-TZVPD basis set, OMol25).

Each line ends with the natural charge from an NBO analysis.
Element x y z (Å)
H 2.207 0.694 -0.196  0.336
N 2.424 -0.369 -0.005  -0.625
C 1.292 -1.020 0.049  0.283
N -0.047 -0.709 -0.065  -0.337
N -1.184 -1.558 0.131  0.009
N -2.279 -0.799 0.156  0.024
N -1.870 0.552 -0.097  -0.457
C -0.478 0.734 -0.073  0.522
N 0.135 1.925 0.167  -0.704
H 1.044 1.654 0.576  0.342
H 1.265 -2.295 -0.132  0.179
H -2.509 1.192 -0.511  0.428

Computed properties:
SMILES = [H]/N=C\n1nn[nH]/c1=N/[H]
HOMO energy = -9.504 eV
Kohn-Sham gap = 9.2 eV
LUMO energy = -0.012 hartree

Q.
# C2H4N6

C2H4N6 in the gas phase (ωB97M-V with the def2-TZVPD basis set, OMol25).

Each line ends with the natural charge from an NBO analysis.
Element x y z (Å)
H -3.869 0.527 0.476  0.363
N -3.075 0.244 -0.149  -0.673
C -1.993 0.015 0.461  0.246
N -1.010 -0.692 -0.277  -0.431
N 0.343 -0.258 -0.155  -0.041
C 0.802 1.048 -0.237  0.108
N 2.067 0.944 0.049  -0.276
N 2.378 -0.373 0.218  -0.072
N 1.304 -1.086 0.065  -0.028
H -1.876 0.343 1.526  0.184
H -1.373 -0.595 -1.237  0.399
H 0.223 1.894 -0.364  0.223

Computed properties:
SMILES = [H]/N=C/Nn1cnnn1
HOMO energy = -10.608 eV
Kohn-Sham gap = 11.3 eV
LUMO energy = 0.026 hartree

Least stable of them? P.

P.
# C3H9O2

2 unconnected molecules or ions with the total composition C3H9O2 (ωB97M-V with the def2-TZVPD basis set, OMol25).

Each line ends with the natural charge from an NBO analysis.
Element x y z (Å)
C 2.146 -2.092 0.614  -0.192
O 2.375 -2.140 -0.718  -0.980
H 1.931 -1.079 1.017  0.066
H 1.243 -2.688 0.925  0.055
H 2.908 -2.572 1.307  0.058
C -1.151 1.157 0.427  -0.067
O -1.756 2.466 0.552  -0.737
C -1.421 0.620 -0.962  -0.665
H -0.057 1.221 0.426  0.177
H -1.475 0.621 1.310  0.178
H -1.853 2.812 -0.329  0.455
H -0.733 1.093 -1.668  0.209
H -1.129 -0.427 -1.110  0.252
H -2.440 0.661 -1.336  0.192

Computed properties:
total charge = -1
HOMO energy = -1.796 eV
Kohn-Sham gap = 5.2 eV
LUMO energy = 0.125 hartree

Q.
# C3H9O2

2 unconnected molecules or ions with the total composition C3H9O2 (ωB97M-V with the def2-TZVPD basis set, OMol25).

Each line ends with the natural charge from an NBO analysis.
Element x y z (Å)
C 1.828 0.793 0.424  0.022
O 2.387 1.382 -0.614  -0.942
C 0.989 -0.520 0.041  -0.466
C 0.059 -0.224 -1.123  -0.621
H 2.527 0.403 1.183  0.058
H 1.123 1.440 1.020  0.039
H 1.795 -1.205 -0.202  0.182
H 0.447 -0.852 0.941  0.154
H -1.011 -0.444 -0.998  0.153
H 0.067 0.828 -1.435  0.229
H 0.355 -0.747 -2.029  0.193
H -3.961 -0.622 1.493  0.461
H -2.843 -0.208 0.537  0.484
O -3.763 -0.025 0.762  -0.946

Computed properties:
total charge = -1
HOMO energy = -2.184 eV
Kohn-Sham gap = 5.5 eV
LUMO energy = 0.124 hartree

Least stable of them? P.

P.
# C6H8N4O2

C6H8N4O2 in the gas phase (ωB97M-V with the def2-TZVPD basis set, OMol25).

Each line ends with the natural charge from an NBO analysis.
Element x y z (Å)
C 1.991 1.852 0.404  0.097
C 0.209 -0.084 -0.217  0.151
C -3.251 0.616 -0.087  0.825
C 2.308 0.674 -0.464  -0.342
C -0.815 -1.081 -0.085  -0.281
C -0.191 1.308 -0.035  -0.006
N 0.689 2.126 0.409  -0.409
N 1.410 -0.410 -0.386  -0.370
N -2.499 0.251 1.064  -0.293
N -1.672 -0.803 1.094  -0.335
O -4.072 -0.380 -0.566  -0.688
O -3.261 1.728 -0.537  -0.552
H 2.728 2.445 0.866  0.194
H 2.421 1.205 -1.435  0.225
H 3.284 0.249 -0.177  0.215
H -1.590 -0.962 -0.994  0.224
H -0.483 -2.123 -0.011  0.241
H -1.219 1.571 -0.193  0.226
H -4.245 -1.023 0.110  0.492
H -1.125 -0.907 1.945  0.386

Computed properties:
HOMO energy (spin up / spin down) = -7.867 / -8.887 eV
Kohn-Sham gap (spin up / spin down) = 7.3 / 7.9 eV
LUMO energy (spin up / spin down) = -0.020 / -0.035 hartree

Q.
# C6H8N4O2

C6H8N4O2 in the gas phase (ωB97M-V with the def2-TZVPD basis set, OMol25).

Each line ends with the natural charge from an NBO analysis.
Element x y z (Å)
C -1.508 -1.169 -2.144  -0.442
N -1.315 -1.295 -0.692  -0.622
C -0.237 -0.507 -0.299  0.511
N 0.209 0.492 -1.028  -0.606
C 1.217 1.144 -0.498  0.627
N 1.769 2.007 -1.330  -0.758
N 1.515 1.457 0.852  -0.641
C 0.845 0.736 1.704  0.602
O 0.991 1.089 2.988  -0.637
C 0.170 -0.528 1.189  -0.406
C -0.645 -1.220 2.133  0.384
O -1.501 -1.989 1.912  -0.598
H -0.691 -1.808 -2.530  0.199
H -1.434 0.094 -2.537  0.240
H -2.518 -1.794 -2.473  0.212
H -1.915 -1.977 -0.057  0.486
H 1.147 2.209 -2.164  0.417
H 2.324 2.744 -0.859  0.410
H 1.839 1.615 2.731  0.505
H -0.261 -1.301 3.101  0.118

Computed properties:
SMILES = CNc1nc(N)nc(O)c1C=O
HOMO energy = -8.393 eV
Kohn-Sham gap = 8.7 eV
LUMO energy = 0.013 hartree

Least stable of them? P.

P.
# C6H15N3

A molecular structure, C6H15N3 (ωB97M-V with the def2-TZVPD basis set, OMol25).

Each line ends with the natural charge from an NBO analysis.
Element x y z (Å)
C 1.382 0.537 0.930  -0.132
C -0.958 -0.848 0.107  0.225
C 0.934 -0.424 0.162  0.057
C 2.817 0.814 1.262  -0.637
C 1.744 -1.013 -2.036  -0.413
C -3.154 0.083 0.262  -0.094
N -1.732 0.066 0.308  -0.488
N -3.352 1.610 0.422  -0.650
N 1.723 -1.364 -0.580  -0.547
H 0.609 1.109 1.470  0.244
H -1.091 -1.835 -0.470  0.188
H 2.800 1.422 2.099  0.264
H 3.244 1.329 0.378  0.252
H 3.221 -0.205 1.347  0.206
H 2.487 -0.117 -2.110  0.264
H 1.880 -1.959 -2.660  0.270
H 0.716 -0.645 -2.098  0.220
H -3.460 -0.201 -0.787  0.246
H -3.672 -0.635 0.974  0.283
H -4.107 1.706 0.987  0.439
H -3.409 2.056 -0.434  0.444
H -2.546 2.092 0.922  0.466
H 2.658 -1.353 -0.078  0.455
H 1.266 -2.226 -0.377  0.438

Computed properties:
total charge = +2
HOMO energy = -17.370 eV
Kohn-Sham gap = 10.5 eV
LUMO energy = -0.254 hartree

Q.
# C6H15N3

A gas-phase ion, C6H15N3 (charge +2) (ωB97M-V with the def2-TZVPD basis set, OMol25).

Each line ends with the natural charge from an NBO analysis.
Element x y z (Å)
C -1.054 -1.336 1.019  -0.427
N -0.017 -0.765 0.091  -0.217
C 0.531 -1.830 -0.813  -0.451
C 1.124 -0.151 0.831  -0.231
C 0.750 1.223 1.287  -0.449
C 0.493 2.247 0.272  -0.228
N -0.349 1.674 -0.735  -0.508
C -0.667 0.388 -0.906  0.724
N -1.350 -0.066 -1.926  -0.726
H -1.938 -1.522 0.524  0.239
H -0.753 -2.158 1.589  0.271
H -1.370 -0.728 1.764  0.252
H 1.423 -1.469 -1.435  0.274
H 0.952 -2.682 -0.180  0.288
H -0.202 -2.322 -1.439  0.232
H 1.953 0.030 0.181  0.241
H 1.424 -0.765 1.660  0.272
H 1.685 1.568 1.903  0.303
H -0.144 1.094 1.948  0.234
H -0.037 2.981 0.743  0.254
H 1.325 2.685 -0.247  0.247
H -0.614 2.360 -1.560  0.471
H -1.678 0.675 -2.529  0.460
H -1.486 -1.133 -2.042  0.476

Computed properties:
total charge = +2
SMILES = C[N+]1(C)CCCNC1=[NH2+]
HOMO energy = -19.409 eV
Kohn-Sham gap = 11.3 eV
LUMO energy = -0.297 hartree

Least stable of them? P.

P.
# C2H5FO2

2 unconnected molecules or ions with the total composition C2H5FO2 (ωB97M-V with the def2-TZVPD basis set, OMol25).

Each line ends with the natural charge from an NBO analysis.
Element x y z (Å)
C -1.208 -1.221 -0.040  -0.265
C 0.920 -0.304 0.308  0.510
O 0.634 2.656 -0.251  -0.967
O 0.209 -1.283 -0.101  -0.489
F 2.179 -0.792 0.256  -0.352
H -1.753 -1.063 -0.982  0.203
H -1.434 -0.253 0.525  0.204
H -1.513 -2.161 0.296  0.205
H 0.344 1.887 0.337  0.480
H 1.623 2.533 -0.348  0.469

Computed properties:
HOMO energy = -10.409 eV
Kohn-Sham gap = 11.2 eV
LUMO energy = 0.028 hartree

Q.
# C2H5FO2

2 unconnected molecules or ions with the total composition C2H5FO2 (ωB97M-V with the def2-TZVPD basis set, OMol25).

Each line ends with the natural charge from an NBO analysis.
Element x y z (Å)
C 1.230 0.728 -0.151  -0.238
C -0.962 0.275 0.279  0.810
O -0.288 -1.882 -0.276  -1.056
O -0.236 1.047 -0.379  -0.453
F -2.299 0.216 -0.156  -0.317
H 1.718 1.652 0.172  0.204
H 1.546 0.328 -1.063  0.227
H 1.256 -0.068 0.558  0.224
H -0.799 0.091 1.280  0.161
H -1.165 -2.386 -0.265  0.439

Computed properties:
HOMO energy (spin up / spin down) = -8.937 / -8.936 eV
Kohn-Sham gap (spin up / spin down) = 9.1 / 9.1 eV
LUMO energy (spin up / spin down) = 0.004 / 0.004 hartree

Least stable of them? Q.

P.
# B2F8Sn

A molecular structure, B2F8Sn (ωB97M-V with the def2-TZVPD basis set, OMol25).

Each line ends with the natural charge from an NBO analysis.
Element x y z (Å)
Sn 1.459 0.285 2.795  1.798
B 2.606 1.853 -1.943  1.306
F 1.605 1.020 -2.401  -0.540
F 3.113 2.603 -2.964  -0.536
F 2.200 2.572 -0.870  -0.562
F 3.581 1.026 -1.450  -0.555
B -2.939 -1.892 1.364  1.311
F -4.008 -1.652 2.175  -0.556
F -2.433 -0.669 0.890  -0.553
F -1.959 -2.524 2.117  -0.582
F -3.225 -2.622 0.286  -0.531

Computed properties:
HOMO energy = -10.969 eV
Kohn-Sham gap = 2.9 eV
LUMO energy = -0.298 hartree

Q.
# B2F8Sn

A molecular structure, B2F8Sn (ωB97M-V with the def2-TZVPD basis set, OMol25).

Each line ends with the natural charge from an NBO analysis.
Element x y z (Å)
Sn 0.239 -0.837 1.455  1.807
B 1.853 1.919 0.437  1.338
F 0.987 1.799 1.565  -0.588
F 3.029 2.508 0.932  -0.546
F 2.030 0.627 -0.075  -0.571
F 1.269 2.757 -0.498  -0.536
B -1.894 -1.746 -0.787  1.314
F -0.559 -2.157 -0.949  -0.565
F -2.266 -2.201 0.514  -0.576
F -2.009 -0.370 -0.814  -0.544
F -2.680 -2.299 -1.778  -0.534

Computed properties:
HOMO energy = -12.623 eV
Kohn-Sham gap = 7.9 eV
LUMO energy = -0.172 hartree

Least stable of them? P.

P.
# C3H5Cl

2 unconnected molecules or ions with the total composition C3H5Cl (ωB97M-V with the def2-TZVPD basis set, OMol25).

Each line ends with the natural charge from an NBO analysis.
Element x y z (Å)
C -0.305 0.098 -0.069  -0.122
C 0.209 1.062 -0.863  -0.272
C 0.242 -0.896 0.980  -0.671
Cl -0.792 1.801 -2.125  -0.041
H -1.658 -0.332 -0.675  0.172
H 1.075 1.772 -0.809  0.238
H -0.206 -1.914 0.903  0.235
H 1.221 -0.989 0.583  0.227
H 0.215 -0.604 2.076  0.235

Computed properties:
HOMO energy = -9.493 eV
Kohn-Sham gap = 10.4 eV
LUMO energy = 0.034 hartree

Q.
# C3H5Cl

C3H5Cl in the gas phase (ωB97M-V with the def2-TZVPD basis set, OMol25).

Each line ends with the natural charge from an NBO analysis.
Element x y z (Å)
C -0.678 -0.810 -0.630  -0.632
C 0.162 -0.204 0.477  -0.186
C 0.614 1.072 0.452  -0.227
Cl 1.715 1.777 1.636  -0.020
H -1.492 -1.468 -0.410  0.225
H -0.908 0.156 -1.241  0.206
H -0.077 -1.426 -1.212  0.218
H 0.548 -0.932 1.156  0.203
H 0.116 1.833 -0.228  0.212

Computed properties:
SMILES = C/C=C/Cl
HOMO energy = -9.396 eV
Kohn-Sham gap = 10.5 eV
LUMO energy = 0.042 hartree

Least stable of them? P.